ORCA calculation (wB97M-V/def2-TZVPD) on C15H31ClO4P2Sr as an isolated structure in a non-equilibrium geometry.

Output
Relative energy (zero: lowest compared OMol25 entry of this formula, charge and spin)   29.0 kcal/mol

Last column: Löwdin charge in e.
Cartesian coordinates (Å):
P1 -0.0926 -1.7011 -1.8454  0.76
P2 0.4753 2.2082 -1.5709  0.91
C1 -0.5096 -0.1235 -2.6308  -0.29
C2 0.7172 0.7811 -2.6629  -0.31
H1 -1.3679 0.3062 -2.0951  0.05
H2 -0.9014 -0.3460 -3.6380  0.11
H3 1.6329 0.2575 -2.3638  0.05
H4 0.8747 1.1373 -3.6882  0.10
C3 -1.0029 2.9558 -2.3805  -0.18
H5 -1.5393 3.6078 -1.6735  0.06
H6 -1.6953 2.1690 -2.7241  0.06
H7 -0.6926 3.5454 -3.2551  0.05
C4 1.8122 3.3771 -1.7777  -0.19
H8 1.7786 3.7798 -2.8058  0.06
H9 2.7846 2.8845 -1.6179  0.06
H10 1.7004 4.2154 -1.0711  0.06
C5 -1.3390 -2.9448 -2.3805  -0.21
H11 -1.1177 -3.9369 -1.9507  0.05
H12 -1.3092 -3.0271 -3.4775  0.03
H13 -2.3557 -2.6638 -2.0644  0.05
C6 1.3783 -2.3165 -2.8164  -0.19
H14 2.0880 -1.5084 -3.0415  0.04
H15 1.0614 -2.7402 -3.7755  0.03
H16 1.9419 -3.0936 -2.2828  0.05
Sr1 0.6459 0.2139 4.3676  1.55
C7 -0.2621 1.6599 -0.0962  -0.50
C8 -1.6609 1.2102 -0.1646  -0.29
C9 -2.2395 -0.0674 0.2529  -0.27
C10 -1.4061 -1.2883 0.7808  -0.19
C11 -0.3514 -1.9829 -0.0626  -0.36
C12 1.0348 -1.5168 -0.3540  -0.35
C13 1.6423 -0.2681 0.2555  -0.20
C14 0.7481 0.8497 0.8369  -0.18
C15 0.6061 -2.2122 3.6541  -0.37
H17 -0.3720 2.6317 0.4407  0.11
H18 -2.3745 2.0498 -0.2772  0.07
H19 -2.8243 -0.4225 -0.6185  0.08
H20 -3.0121 0.1651 1.0192  0.10
H21 -0.9609 -1.0520 1.7598  0.05
H22 -2.1716 -2.0507 1.0249  0.12
H23 -0.4279 -3.0740 0.0722  0.11
H24 1.7424 -2.3552 -0.3239  0.10
H25 2.3175 0.1849 -0.4869  0.08
H26 2.3408 -0.6426 1.0338  0.11
H27 0.1671 0.4762 1.6846  0.04
H28 1.4563 1.5786 1.2517  0.10
H29 1.4584 -2.7465 4.1124  -0.08
H30 0.5745 -2.4971 2.5929  -0.08
H31 -0.3133 -2.6009 4.1293  -0.06
O1 -0.6270 2.0096 7.8014  -0.25
Cl1 -0.1555 1.4237 6.5969  0.67
O2 1.2346 0.8959 6.6976  -0.46
O3 -0.9808 0.2510 6.1738  -0.47
O4 -0.1514 2.3539 5.4349  -0.45